1.
This record from the Open Molecules 2025 dataset describes C9H13AlBrHgNO2P as an isolated structure. The level of theory is ωB97M-V/def2-TZVPD.

Values from the calculation:
net charge	+1
Kohn-Sham gap	2.10	eV
2S+1	1
relative energy (zero: lowest compared OMol25 entry of this formula, charge and spin)	0.469	eV
max |F|	3.24	eV/A

Element x y z (Å)
N -0.48 3.52 2.14
P -1.19 2.38 1.28
Al 0.63 1.36 0.00
Br 1.69 3.20 -0.98
C 2.01 0.47 1.16
C 1.57 -0.53 2.19
O 0.72 -1.59 1.62
C -0.38 -1.74 2.32
O -0.70 -2.77 2.85
C -0.13 0.27 -1.46
C -0.83 -0.92 -1.27
C -1.28 -1.69 -2.33
C -1.05 -1.27 -3.63
C -0.40 -0.07 -3.85
C 0.04 0.70 -2.79
H -0.57 3.37 3.15
H -2.06 3.01 0.37
H -1.92 1.47 2.06
H 2.70 0.00 0.46
H 2.53 1.25 1.69
H 2.44 -1.05 2.58
H 1.09 -0.07 3.05
H -1.04 -0.87 2.36
H -1.03 -1.29 -0.28
H -1.78 -2.63 -2.17
H -1.37 -1.84 -4.48
H -0.22 0.28 -4.85
H 0.54 1.63 -3.00
Hg 0.44 -4.57 1.82


2.
This record from the Open Molecules 2025 dataset describes C23H52N2O2P2PdS as an isolated structure. The level of theory is ωB97M-V/def2-TZVPD.

Values from the calculation:
net charge	+4
Kohn-Sham gap (spin up / spin down)	6.75 / 4.19	eV
2S+1	5
max |F|	6.41	eV/A
expectation value of S²	6.0148

Element x y z (Å)
Pd 0.08 0.72 -0.74
C -0.38 -0.63 0.80
O -1.37 -0.59 1.50
C 1.31 -0.49 -1.65
O 1.98 -1.29 -2.15
P -1.74 -0.34 -2.10
C -1.84 0.57 -3.72
H -2.53 -0.02 -4.37
C -1.45 -2.06 -2.66
H -0.36 -2.07 -2.85
C -3.56 -0.24 -1.61
H -3.64 0.83 -1.37
C 0.96 2.38 2.47
P 1.49 1.75 0.85
H 2.86 3.71 0.54
H 0.11 3.06 2.26
C 3.21 1.13 1.29
H 3.64 2.04 1.74
C -1.75 -3.10 -1.58
H -1.29 -4.05 -1.88
H -2.83 -3.27 -1.48
H -1.33 -2.83 -0.60
C -2.15 -2.48 -3.96
H -3.22 -2.66 -3.80
H -1.70 -3.43 -4.29
H -2.03 -1.77 -4.79
C -4.54 -0.58 -2.72
H -4.33 -0.14 -3.72
H -5.53 -0.19 -2.41
H -4.67 -1.67 -2.85
C -3.94 -1.05 -0.37
H -4.93 -0.68 -0.07
H -3.23 -0.93 0.46
H -4.06 -2.12 -0.62
C -2.51 1.94 -3.49
H -3.61 1.89 -3.44
H -2.19 2.60 -4.31
H -2.22 2.38 -2.51
C -0.47 0.58 -4.43
H 0.31 1.06 -3.83
H -0.58 1.14 -5.37
H -0.14 -0.44 -4.67
C 2.07 3.20 3.19
H 2.55 3.93 2.52
H 2.86 2.53 3.59
H 1.65 3.76 4.04
C 0.42 1.28 3.44
H 1.16 0.46 3.55
C 2.36 3.00 -1.50
H -0.52 0.87 3.06
H 0.23 1.71 4.46
C 0.81 4.33 0.09
H 1.55 2.36 -1.92
H 2.42 3.91 -2.08
H 3.25 2.39 -1.65
C 1.97 3.30 -0.01
H 0.88 5.07 -0.70
H 0.82 4.85 1.06
H -0.17 3.84 -0.01
C 4.09 0.77 0.09
H 3.67 -0.07 -0.48
H 5.08 0.47 0.48
H 4.26 1.62 -0.56
C 3.27 0.01 2.34
H 2.79 -0.91 1.96
H 2.81 0.29 3.30
H 4.34 -0.20 2.53
H -0.83 2.41 -1.69
H -0.21 1.90 -2.13
C 1.48 -4.73 3.82
N 1.49 -3.77 2.70
C 0.65 -2.74 2.52
S 0.80 -2.02 0.86
N -0.12 -2.22 3.49
C 0.12 -2.43 4.92
H 2.04 -4.38 4.70
H 1.97 -5.64 3.47
H 0.45 -5.00 4.09
H 2.03 -3.96 1.85
H -0.79 -1.50 3.21
H 1.19 -2.24 5.18
H -0.51 -1.69 5.45
H -0.22 -3.44 5.27


3.
This record from the Open Molecules 2025 dataset describes C19H33N3OSiZr as an isolated structure. The level of theory is ωB97M-V/def2-TZVPD.

Values from the calculation:
net charge	+2
Kohn-Sham gap (spin up / spin down)	6.40 / 6.40	eV
2S+1	1
relative energy (zero: lowest compared OMol25 entry of this formula, charge and spin)	3.084	eV
max |F|	1.64	eV/A

Element x y z (Å)
Zr -0.16 -0.45 0.16
C -1.73 2.02 1.22
N -1.94 0.76 0.45
C -2.60 1.05 -0.85
C -2.73 -0.25 1.24
C -1.28 -2.56 1.28
C -1.51 -3.88 1.72
C -0.70 -4.44 2.68
C 0.37 -3.71 3.22
C 0.64 -2.43 2.78
C -0.19 -1.83 1.83
H -2.69 2.42 1.55
H -1.23 2.75 0.59
H -1.13 1.82 2.11
H -3.54 1.57 -0.67
H -2.80 0.12 -1.37
H -1.95 1.68 -1.45
H -3.78 0.06 1.20
H -2.42 -0.20 2.28
H -2.33 -4.44 1.31
H -0.89 -5.45 3.02
H 1.01 -4.17 3.96
H 1.50 -1.91 3.17
C -5.23 -1.46 -0.60
Si -4.31 -2.56 0.57
C -5.02 -2.52 2.28
C -4.25 -4.25 -0.17
C -2.57 -1.69 0.63
C -1.55 -1.98 -0.34
H -6.23 -1.89 -0.76
H -4.74 -1.43 -1.58
H -5.39 -0.44 -0.24
H -5.63 -3.41 2.46
H -5.67 -1.65 2.43
H -4.24 -2.51 3.04
H -5.23 -4.42 -0.63
H -4.10 -5.05 0.55
H -3.50 -4.33 -0.96
C 1.13 2.94 -2.62
N 2.23 2.48 -1.76
C 3.26 3.49 -1.45
C 2.16 1.32 -1.15
O 1.00 0.72 -1.06
N 3.20 0.69 -0.61
C 2.97 -0.46 0.25
C 4.59 0.89 -1.07
H 0.45 3.58 -2.05
H 0.59 2.10 -3.03
H 1.55 3.52 -3.44
H 2.74 4.43 -1.26
H 3.94 3.63 -2.29
H 3.81 3.21 -0.56
H 2.42 -0.21 1.16
H 3.92 -0.85 0.59
H 2.49 -1.28 -0.31
H 4.60 1.48 -1.98
H 5.01 -0.09 -1.30
H 5.20 1.38 -0.31


4.
This record from the Open Molecules 2025 dataset describes one molecule with the formula C6H12S2. The level of theory is ωB97M-V/def2-TZVPD.

Values from the calculation:
net charge	0
Kohn-Sham gap	8.49	eV
SMILES	CC(=S)[C@@H](S)C(C)C
2S+1	1
relative energy (zero: lowest compared OMol25 entry of this formula, charge and spin)	0.901	eV
max |F|	2.16	eV/A

Element x y z (Å)
C -0.87 1.35 -0.40
C 0.44 0.63 -0.61
C 0.84 0.70 -2.11
C 0.50 -0.84 -0.12
C 0.70 -1.06 1.35
C -0.44 -0.58 2.28
H -1.72 0.93 -1.05
H -0.76 2.38 -0.70
H -1.30 1.30 0.62
H 1.21 1.02 0.05
H 0.11 0.01 -2.64
H 1.91 0.34 -2.25
H 0.67 1.72 -2.43
H 1.36 -1.31 -0.64
H -1.88 -1.58 -0.04
H -1.39 -1.02 2.01
H -0.48 0.52 2.24
H -0.16 -0.89 3.31
S -0.82 -1.94 -0.79
S 2.08 -1.66 1.92


5.
This record from the Open Molecules 2025 dataset describes one molecule with the formula C9H7NS. The level of theory is ωB97M-V/def2-TZVPD.

Values from the calculation:
net charge	0
Kohn-Sham gap (spin up / spin down)	7.74 / 7.74	eV
2S+1	1
relative energy (zero: lowest compared OMol25 entry of this formula, charge and spin)	4.962	eV
max |F|	5.67	eV/A

Element x y z (Å)
C -0.81 2.32 -0.06
C -1.55 1.13 -0.01
C 0.58 2.42 -0.03
C 0.47 0.23 0.29
C -0.83 -0.06 0.14
C 1.36 1.24 0.08
C 1.58 -1.62 0.05
C -1.06 -1.55 0.12
C 0.31 -2.36 -0.03
N 2.65 0.90 -0.05
S 2.92 -0.72 -0.12
H -1.37 3.24 -0.18
H -2.62 1.15 -0.11
H 1.06 3.38 -0.16
H -1.56 -1.86 1.04
H -1.72 -1.82 -0.71
H 0.29 -2.87 -1.00
H 0.31 -3.14 0.74


6.
This record from the Open Molecules 2025 dataset describes C50H34N6ORe as an isolated structure. The level of theory is ωB97M-V/def2-TZVPD.

Values from the calculation:
net charge	+2
Kohn-Sham gap (spin up / spin down)	5.89 / 4.28	eV
2S+1	4
relative energy (zero: lowest compared OMol25 entry of this formula, charge and spin)	0.000	eV
max |F|	4.09	eV/A
expectation value of S²	3.8442

Element x y z (Å)
Re 0.03 -0.87 -0.02
C -6.04 -1.15 4.75
C -5.29 0.05 4.70
C -4.19 0.12 3.85
C -3.91 -0.96 2.92
C -4.80 -2.06 2.88
C -5.75 -2.22 3.89
C -2.75 -0.93 1.99
C -1.51 -0.76 2.59
C -1.30 -0.70 4.00
C 0.07 -0.44 4.23
C 0.69 -0.34 2.97
C 2.02 -0.09 2.78
C 2.71 0.51 3.96
C 2.20 1.69 4.56
C 2.98 2.34 5.54
C 4.17 1.80 5.96
C 4.58 0.56 5.51
C 3.82 -0.13 4.54
C 2.63 -0.44 1.55
N 2.03 -0.76 0.37
C 3.05 -0.99 -0.60
C 2.86 -1.02 -2.04
C 4.05 -0.91 -2.88
C 4.12 0.16 -3.83
C 5.21 0.41 -4.62
C 6.28 -0.45 -4.53
C 6.29 -1.54 -3.65
C 5.11 -1.80 -2.85
C 1.62 -1.35 -2.63
C 1.46 -1.63 -4.00
C 0.12 -1.80 -4.22
C -0.54 -1.39 -3.00
N 0.40 -1.20 -1.98
C -1.91 -1.38 -2.84
C -2.53 -1.36 -1.57
C -3.93 -1.23 -1.46
C -4.18 -1.02 -0.10
C -2.92 -1.10 0.61
N -1.87 -1.25 -0.33
C -2.74 -1.54 -4.06
C -2.65 -0.62 -5.13
C -3.54 -0.80 -6.19
C -4.41 -1.89 -6.27
C -4.39 -2.88 -5.21
C -3.58 -2.67 -4.12
C 4.28 -0.84 0.07
C 4.06 -0.57 1.40
N -0.29 -0.60 1.93
H -6.79 -1.30 5.52
H -5.65 0.92 5.28
H -3.50 0.99 3.83
H -4.86 -2.78 2.13
H -6.45 -3.06 3.90
H -2.07 -0.81 4.72
H 0.58 -0.29 5.23
H 1.32 2.22 4.18
H 2.61 3.26 5.98
H 4.79 2.33 6.69
H 5.40 -0.03 5.95
H 4.23 -1.05 4.14
H 3.25 0.83 -3.86
H 5.16 1.20 -5.32
H 7.16 -0.31 -5.15
H 7.07 -2.30 -3.54
H 5.07 -2.75 -2.26
H 2.30 -1.63 -4.72
H -0.32 -2.07 -5.12
H -4.55 -1.25 -2.30
H -5.07 -0.73 0.39
H -1.94 0.21 -5.03
H -3.48 -0.10 -7.00
H -5.11 -2.05 -7.10
H -5.10 -3.71 -5.25
H -3.65 -3.42 -3.27
H 5.16 -0.83 -0.51
H 4.83 -0.26 2.10
N -0.42 6.15 1.17
C 0.22 5.42 0.20
O 1.15 5.96 -0.40
C -0.08 4.03 -0.11
C 0.91 3.34 -0.82
C 0.77 2.01 -0.93
N -0.16 1.31 -0.34
C -1.23 2.01 0.19
C -1.19 3.36 0.34
H -0.05 7.07 1.37
H -1.05 5.71 1.83
H 1.72 3.87 -1.28
H 1.33 1.46 -1.67
H -2.06 1.35 0.55
H -2.06 3.75 0.90


- Among the records above, which one has the highest 2S+1?
  C23H52N2O2P2PdS